Entry 1:
Formula: C3H9NO2S
Source: OMol25
Level of theory: wB97M-V/def2-TZVPD

Structure (XYZ):
```
16
Properties=species:S:1:pos:R:3:forces:R:3:nbo_charge:R:1
C 0.303 0.038 0.733 0.0 -0.5 -1.3 -0.0732
O 1.358 0.869 0.371 0.4 0.7 -0.5 -0.8317
C -0.946 0.383 -0.142 -0.2 0.6 2.1 -0.0636
C -2.140 -0.572 0.026 1.0 -0.2 -0.1 -0.5143
S -1.891 -2.268 -0.628 -0.3 0.1 -0.3 -0.7726
N -0.632 0.741 -1.499 0.0 -0.2 -0.5 -0.8696
H 0.082 0.244 1.783 -0.4 -0.5 0.3 0.1223
H 0.558 -1.010 0.521 -0.1 0.0 0.5 0.1761
H -1.290 1.297 0.377 -0.2 0.3 -0.4 0.1307
H -2.290 -0.698 1.102 -0.2 0.3 0.0 0.1732
H -2.973 -0.012 -0.411 -0.3 -0.4 0.0 0.1676
H -0.373 -0.119 -1.980 -0.1 0.0 0.0 0.3596
H 0.218 1.293 -1.420 0.1 -0.1 -0.1 0.3695
H 2.273 0.415 0.415 0.2 0.1 0.6 0.5297
H 3.965 -0.549 -0.028 0.1 0.0 0.2 0.3952
O 3.780 -0.050 0.779 -0.2 -0.1 -0.4 -1.2988
```
Forces are in eV/Å.

Results
LUMO: 0.2260 Ha
Total charge: -2
Energy: -723.067156 hartree
Relative energy (zero: lowest compared OMol25 entry of this formula, charge and spin): 9.35 kcal/mol
E_HOMO: 0.0079 Eh

---

Entry 2:
Formula: C3H9NO2S
Source: OMol25
Level of theory: wB97M-V/def2-TZVPD

Structure (XYZ):
```
16
Properties=species:S:1:pos:R:3:forces:R:3:nbo_charge:R:1
O 1.730 -1.829 -0.305 -0.2 0.9 -1.5 -1.0009
O 1.715 -0.771 1.754 -0.3 1.8 -0.6 -1.0016
S 1.739 -0.483 0.295 3.9 -3.4 2.8 1.6521
C 0.006 0.236 -1.422 -0.9 1.4 -2.5 -0.4419
C -0.179 1.333 0.625 -0.1 1.4 -0.3 -0.4232
C -0.880 -0.955 0.470 -1.1 -0.7 0.8 -0.4364
N 0.087 0.033 -0.002 -2.8 0.8 0.4 -0.4460
H -0.975 0.716 -1.669 0.8 -0.3 0.2 0.2094
H 0.086 -0.654 -2.028 0.1 -0.5 0.4 0.2552
H 0.810 0.920 -1.769 -0.4 -0.4 0.5 0.2331
H 0.570 2.052 0.266 -0.2 -0.2 0.0 0.2254
H -1.190 1.681 0.354 0.4 -0.2 -0.1 0.2120
H -0.119 1.340 1.689 0.2 -0.6 0.7 0.2478
H -0.613 -1.919 0.061 0.2 -0.2 0.0 0.2590
H -0.907 -1.005 1.582 0.3 0.1 -0.9 0.2517
H -1.879 -0.697 0.098 0.2 0.1 0.1 0.2044
```
Forces are in eV/Å.

Results
LUMO: 0.0172 Ha
Total charge: 0
Energy: -723.071730 hartree
Relative energy (zero: lowest compared OMol25 entry of this formula, charge and spin): 60.63 kcal/mol
E_HOMO: -0.3337 Eh

---

Question: Among the records above, which one has the highest E_HOMO?
Answer: number 1

---

Question: Number 2 is which compound?
Answer: C3H9NO2S

---

Question: Number 2 is which compound?
Answer: C3H9NO2S

---

Question: Which formula does entry 2 have?
Answer: C3H9NO2S